ORCA calculation (ωB97M-V/def2-TZVPD) on a gas-phase ion, C26H29F3NO2 (charge +1) at a distorted geometry.

Last column: natural (NBO) charge in e.
Positions of all 61 atoms, in Å:
F1 -4.404 -0.759 -5.705  -0.318
F2 -5.818 -1.209 -4.078  -0.324
F3 -5.450 0.877 -4.676  -0.321
O1 1.331 1.542 2.881  -0.493
O2 3.145 0.303 2.422  -0.596
N1 2.479 0.457 -0.226  -0.290
C1 -2.758 -0.230 2.731  -0.203
C2 -2.477 0.900 3.507  -0.229
C3 1.713 -0.600 -0.509  0.565
C4 1.684 -3.087 -1.211  -0.397
C5 2.470 -1.794 -0.987  -0.508
C6 -2.306 -0.284 1.420  -0.236
C7 -0.385 -2.133 -0.151  -0.400
C8 -4.837 -0.338 -4.486  0.978
C9 -1.438 0.703 0.924  -0.017
C10 -1.197 1.856 1.666  -0.231
C11 0.624 -3.287 -0.131  -0.405
C12 -3.075 0.494 -1.290  -0.240
C13 -4.079 0.197 -2.203  -0.149
C14 3.299 2.593 0.432  -0.389
C15 -3.733 -0.252 -3.467  -0.147
C16 4.503 1.722 0.094  -0.425
C17 2.160 1.589 0.633  -0.165
C18 2.275 1.062 2.056  0.784
C19 -0.690 0.370 -0.400  -0.293
C20 -1.701 1.938 2.972  -0.148
C21 -2.408 -0.568 -3.759  -0.163
C22 0.252 -0.715 -0.021  -0.301
C23 -1.419 -0.390 -2.779  -0.254
C24 1.512 1.164 4.251  -0.267
C25 3.924 0.436 -0.495  -0.238
C26 -1.745 0.122 -1.510  0.085
H1 4.400 -0.424 -0.007  0.240
H2 1.165 2.019 0.483  0.267
H3 0.112 -4.235 -0.317  0.238
H4 1.087 -3.335 0.865  0.203
H5 5.196 2.194 -0.609  0.243
H6 3.025 -1.551 -1.910  0.264
H7 -1.005 -2.199 -1.059  0.228
H8 0.441 -0.609 1.078  0.274
H9 2.404 -3.909 -1.211  0.233
H10 4.162 0.348 -1.562  0.231
H11 -3.395 0.977 -0.367  0.238
H12 0.581 1.446 4.744  0.212
H13 3.254 -2.047 -0.241  0.264
H14 -5.115 0.354 -1.934  0.240
H15 3.454 3.209 1.323  0.247
H16 1.223 -3.090 -2.204  0.212
H17 -1.474 2.817 3.571  0.215
H18 -2.161 -0.941 -4.746  0.242
H19 5.054 1.456 1.003  0.241
H20 -3.338 -1.066 3.130  0.229
H21 -0.098 1.235 -0.718  0.220
H22 3.072 3.268 -0.399  0.232
H23 -1.071 -2.295 0.694  0.241
H24 1.688 0.085 4.316  0.209
H25 -2.619 -1.109 0.766  0.227
H26 -0.383 -0.656 -3.022  0.207
H27 2.364 1.723 4.656  0.203
H28 -0.615 2.685 1.245  0.209
H29 -2.862 0.969 4.527  0.229

Computed properties:
Electronic energy   -1512.76621 hartree
ΔE to the lowest compared entry with this formula, charge and spin   0.0 kcal/mol
2S+1   1
SMILES   COC(=O)[C@H]1CCC/[N+]1=C1\CCCC[C@@H]1[C@H](c1ccccc1)c1ccc(C(F)(F)F)cc1
HOMO   -11.911 eV
Charge   +1
M   444.52 g mol⁻¹
F_max   2.95 eV/A